No. 1
A cluster of 2 separate species, C6H12 in total, computed with ωB97M-V/def2-TZVPD.

Geometry as ORCA input:
```
! RIJCOSX wB97M-V def2-TZVPD def2/J DEFGRID3
* xyz 0 1
C 0.609 1.546 1.117
C 1.405 2.657 1.417
C 1.487 3.695 0.604
H 0.263 1.557 0.051
H 1.258 0.575 1.191
H -0.366 1.439 1.731
H 2.189 2.459 2.038
H 2.320 4.341 0.635
H 0.948 3.963 -0.304
C -1.383 -3.577 -1.170
C -1.452 -2.041 -1.214
C -0.595 -1.221 -0.664
H -2.272 -4.013 -0.954
H -1.013 -3.978 -2.013
H -0.794 -3.903 -0.254
H -2.219 -1.469 -1.852
H -0.478 -0.271 -0.276
H 0.094 -1.760 -0.082
*
```

Computed properties:
ΔE to the lowest compared entry with this formula, charge and spin: 3.9051 eV
E_tot: -235.6747 hartree
LUMO level: 1.05 eV
HOMO energy: -9.55 eV

***

No. 2
A structure of composition H18Kr2O9, computed with ωB97M-V/def2-TZVPD.

Geometry as ORCA input:
```
! RIJCOSX wB97M-V def2-TZVPD def2/J DEFGRID3
* xyz 0 1
Kr 0.233 -4.137 1.735
Kr 0.325 -0.828 0.494
O -3.796 -0.995 0.032
H -4.563 -0.897 -0.532
H -3.315 -0.175 -0.072
O -0.006 2.972 0.598
H -0.668 3.354 1.173
H 0.659 2.627 1.195
O -2.432 -3.042 -1.285
H -2.798 -2.470 -0.610
H -2.381 -2.490 -2.066
O 3.483 -2.582 -0.090
H 3.517 -2.063 0.713
H 4.393 -2.828 -0.256
O -1.334 0.855 -3.172
H -1.654 1.025 -2.286
H -1.923 1.352 -3.739
O 3.448 -1.587 2.539
H 3.663 -0.686 2.297
H 2.638 -1.513 3.043
O -2.335 1.369 -0.259
H -1.453 1.545 0.066
H -2.791 2.208 -0.183
O 1.952 0.978 -2.701
H 1.191 0.399 -2.731
H 1.757 1.665 -3.338
O 1.538 2.009 2.781
H 1.452 1.220 3.317
H 1.200 2.713 3.335
*
```

Computed properties:
ΔE to the lowest compared entry with this formula, charge and spin: 0.2187 eV
E_tot: -6195.1699 hartree
LUMO level: -0.27 eV
HOMO energy: -10.42 eV

***

No. 3
A structure of composition C18H27ClNRu, computed with ωB97M-V/def2-TZVPD.

Geometry as ORCA input:
```
! RIJCOSX wB97M-V def2-TZVPD def2/J DEFGRID3
* xyz 2 6
C -1.691 -1.436 0.319
H -2.369 -1.418 1.201
H -2.230 -1.907 -0.581
H -1.934 -0.242 0.133
C -0.720 -2.624 0.712
H 0.219 -2.559 0.223
H -0.491 -2.622 1.762
C -1.309 -4.014 0.391
H -0.656 -4.866 0.663
H -2.265 -4.171 0.920
H -1.535 -4.130 -0.675
C 1.228 1.363 -1.124
C 1.516 -0.032 -1.333
C 0.385 -0.616 -1.999
C -0.590 0.409 -2.209
C -0.060 1.633 -1.691
C -0.745 2.972 -1.731
C -1.899 0.245 -2.910
C 0.290 -2.031 -2.516
C 2.771 -0.731 -0.921
C 2.154 2.364 -0.507
Ru -0.159 0.205 -0.032
H -2.624 0.983 -2.540
H -1.775 0.391 -3.988
H -2.300 -0.767 -2.742
H -1.821 2.828 -1.839
H -0.551 3.522 -0.800
H -0.376 3.561 -2.567
H 2.789 1.861 0.228
H 2.794 2.830 -1.268
H 1.580 3.143 -0.005
H 2.582 -1.802 -0.862
H 3.580 -0.545 -1.644
H 3.096 -0.367 0.060
H -0.742 -2.400 -2.446
H 0.595 -2.065 -3.563
H 0.947 -2.680 -1.936
Cl 1.055 -0.540 5.444
C 0.581 0.578 4.241
C 0.369 1.933 4.496
C -0.037 2.735 3.476
C -0.263 2.202 2.189
N -0.031 0.902 1.949
C 0.372 0.058 2.911
H 0.533 2.249 5.551
H -0.238 3.806 3.559
H -0.585 2.763 1.341
H 0.560 -0.970 2.659
*
```

Computed properties:
ΔE to the lowest compared entry with this formula, charge and spin: 0.0000 eV
E_tot: -1311.0947 hartree
LUMO level (spin up / spin down): -6.75 / -10.12 eV
HOMO energy (spin up / spin down): -12.30 / -16.66 eV

***

No. 4
A cluster of 8 separate species, C20H56O8 in total, computed with ωB97M-V/def2-TZVPD.

Geometry as ORCA input:
```
! RIJCOSX wB97M-V def2-TZVPD def2/J DEFGRID3
* xyz 0 1
C -12.745 3.175 22.115
O -11.444 3.556 22.127
H -12.965 2.389 21.493
H -13.426 4.039 21.883
H -13.009 2.809 23.096
H -10.907 2.810 21.820
C -14.300 0.763 25.647
O -13.404 -0.082 24.985
H -15.226 0.159 25.633
H -14.449 1.790 25.200
H -13.991 0.824 26.643
H -13.791 -0.531 24.197
C -11.052 1.825 24.990
C -9.854 2.706 25.323
C -9.862 3.208 26.747
O -8.718 2.239 25.010
H -10.936 1.393 23.962
H -12.015 2.458 25.090
H -11.207 1.040 25.759
H -9.868 3.572 24.643
H -8.864 3.711 27.007
H -10.148 2.412 27.490
H -10.601 4.009 26.829
H -8.320 2.929 24.481
C -14.282 4.842 24.825
C -13.034 5.758 24.560
C -12.961 7.137 25.295
O -11.887 5.357 24.713
H -15.073 5.319 24.306
H -14.535 4.872 25.866
H -14.401 3.808 24.556
H -13.096 5.818 23.507
H -12.390 6.956 26.220
H -14.016 7.566 25.415
H -12.474 7.816 24.693
H -11.846 4.507 24.428
C -16.332 1.445 22.606
C -15.715 0.043 22.090
C -15.444 0.098 20.615
O -14.707 -0.473 22.600
H -17.401 1.333 22.746
H -16.027 2.152 21.806
H -15.850 1.768 23.533
H -16.609 -0.632 22.269
H -15.141 -0.934 20.240
H -14.612 0.710 20.359
H -16.428 0.316 20.133
H -14.550 -1.309 22.186
C -12.329 -3.370 25.371
C -11.074 -2.730 25.696
C -9.778 -3.499 25.248
O -10.867 -1.566 25.384
H -12.373 -4.453 25.647
H -12.491 -3.287 24.365
H -13.129 -2.872 25.854
H -10.863 -2.723 26.765
H -9.431 -3.389 24.232
H -9.843 -4.602 25.330
H -8.917 -3.263 25.854
H -11.773 -1.157 25.523
C -14.140 -4.790 22.342
C -15.475 -3.995 22.371
C -15.574 -3.315 23.704
O -15.443 -2.990 21.569
H -13.363 -4.062 22.377
H -14.056 -5.420 21.476
H -13.986 -5.508 23.229
H -16.341 -4.714 22.265
H -16.413 -2.660 23.876
H -14.564 -2.850 23.930
H -15.583 -4.133 24.468
H -16.113 -3.012 20.903
C -12.191 -0.060 19.890
C -11.782 -0.163 21.341
C -11.566 -1.667 21.698
O -10.708 0.421 21.537
H -12.146 0.931 19.420
H -13.106 -0.563 19.794
H -11.373 -0.502 19.246
H -12.532 0.352 21.947
H -11.227 -1.706 22.704
H -10.903 -2.365 21.146
H -12.539 -2.223 21.730
H -10.326 0.094 22.380
*
```

Computed properties:
ΔE to the lowest compared entry with this formula, charge and spin: 8.8133 eV
E_tot: -1397.1505 hartree
LUMO level: 0.27 eV
HOMO energy: -9.09 eV

***

No. 5
A cluster of 2 separate species, C2H3FO2S in total, computed with ωB97M-V/def2-TZVPD.

Geometry as ORCA input:
```
! RIJCOSX wB97M-V def2-TZVPD def2/J DEFGRID3
* xyz 0 1
C -1.020 1.170 -0.251
C 0.546 -0.522 0.162
O -2.583 2.529 1.293
O -1.939 0.345 2.095
F 1.165 -0.045 1.212
S -1.651 1.450 1.220
H -0.543 2.136 -0.613
H 1.080 -0.178 -0.712
H -0.111 -1.333 0.285
*
```

Computed properties:
ΔE to the lowest compared entry with this formula, charge and spin: 5.5673 eV
E_tot: -726.3275 hartree
LUMO level: -1.06 eV
HOMO energy: -9.53 eV

***

No. 6
A structure of composition C2H6CuIO2, computed with ωB97M-V/def2-TZVPD.

Geometry as ORCA input:
```
! RIJCOSX wB97M-V def2-TZVPD def2/J DEFGRID3
* xyz 1 2
Cu -3.366 1.982 -0.495
I -2.818 1.022 1.400
C 1.220 -0.455 -0.623
C -0.169 -0.303 -0.001
O -0.314 0.957 0.716
O 2.236 -0.610 0.413
H 1.601 0.323 -1.284
H 1.198 -1.358 -1.234
H -0.343 -1.133 0.683
H -1.036 -0.411 -0.652
H -1.209 1.028 1.056
H 2.999 -1.041 0.020
*
```

Computed properties:
ΔE to the lowest compared entry with this formula, charge and spin: 1.8032 eV
E_tot: -2168.0257 hartree
LUMO level (spin up / spin down): -5.80 / -8.33 eV
HOMO energy (spin up / spin down): -13.57 / -13.57 eV

***

Among the records above, which one has the lowest ΔE to the lowest compared entry with this formula, charge and spin?
C18H27ClNRu